No. 1
Here is a molecular structure, C37H40MoN2O6P2 from the OMol25 dataset. Energies are from the ωB97M-V functional and the def2-TZVPD basis.

LUMO = -12.680 eV
Electronic energy = -74680.18240 eV
E_HOMO = -18.9 eV
HOMO-LUMO gap = 6.26 eV

```
! RIJCOSX wB97M-V def2-TZVPD def2/J DEFGRID3
* xyz 4 1
Mo 0.1100 0.2380 -0.2932
O -1.1493 1.3438 3.5400
C -0.5348 0.4117 3.5946
O -1.0263 0.2368 0.9141
C 0.2342 -0.7171 3.9829
C -0.7872 -1.9061 4.4032
C -0.0281 -2.7897 5.3957
C 0.9150 -3.5630 4.4431
C 0.5838 -2.9180 3.1000
O -0.8185 -2.6095 3.1967
C 1.1882 -1.4880 3.0218
C 1.2118 -0.9538 1.6114
O 1.5472 0.2629 1.3968
O 0.7922 -1.6182 0.6220
H 0.7621 -0.2830 4.8477
H -1.7756 -1.5710 4.7075
H -0.7418 -3.4469 5.8884
H 0.4844 -2.2251 6.1729
H 0.6692 -4.6216 4.4200
H 1.9681 -3.4711 4.7035
H 0.7734 -3.5117 2.2116
H 2.1970 -1.3999 3.4295
C -3.7423 0.4563 -1.5234
C -3.0027 1.7082 -1.0254
P -1.3102 1.8102 -1.6562
C -1.2596 2.5048 -3.2875
C -0.6365 3.7482 -3.4833
C -0.7885 4.4058 -4.6911
C -1.5709 3.8503 -5.6957
C -2.2094 2.6301 -5.4958
C -2.0586 1.9517 -4.3017
C -0.1435 2.6162 -0.5563
C -0.5407 3.2075 0.6779
C 0.3180 4.0336 1.3594
C 1.5996 4.2800 0.8511
C 2.0242 3.7055 -0.3455
C 1.1647 2.8946 -1.0566
C -3.1946 -0.8573 -0.9768
P -1.5198 -1.3331 -1.5142
C -1.2229 -2.9866 -0.9203
C -1.9190 -3.5070 0.1725
C -1.6895 -4.8161 0.5662
C -0.7612 -5.5961 -0.1115
C -0.0541 -5.0729 -1.1897
C -0.2812 -3.7707 -1.5968
C -1.4292 -1.3609 -3.2993
C -2.3548 -2.1717 -3.9714
C -2.2972 -2.2774 -5.3500
C -1.3026 -1.6091 -6.0594
C -0.3729 -0.8219 -5.3940
C -0.4387 -0.6914 -4.0144
H -3.7858 0.4331 -2.6121
H -4.7769 0.5528 -1.1912
H -2.9700 1.7167 0.0651
H -3.5071 2.6152 -1.3683
H -0.0794 4.2361 -2.6963
H -0.3149 5.3669 -4.8382
H -1.6960 4.3770 -6.6327
H -2.8292 2.2081 -6.2753
H -2.5442 0.9945 -4.1792
H -1.5395 3.0366 1.0589
H -0.0002 4.5170 2.2737
H 2.2658 4.9435 1.3899
H 3.0083 3.9280 -0.7366
H 1.4705 2.4925 -2.0148
H -3.8361 -1.6828 -1.2986
H -3.2030 -0.8620 0.1150
H -2.6468 -2.9184 0.7150
H -2.2496 -5.2334 1.3923
H -0.5986 -6.6227 0.1896
H 0.6528 -5.6919 -1.7256
H 0.2371 -3.3817 -2.4652
H -3.1072 -2.7313 -3.4274
H -3.0168 -2.8946 -5.8711
H -1.2521 -1.7101 -7.1357
H 0.3960 -0.3036 -5.9521
H 0.2775 -0.0568 -3.5054
C 2.8803 -1.7892 -3.3670
N 3.6008 -1.0538 -2.3288
C 3.0788 -0.2441 -1.4351
N 3.8525 0.3674 -0.5380
O 1.8000 0.0124 -1.4187
H 3.1538 -2.8406 -3.3109
H 3.1436 -1.4041 -4.3505
H 1.8141 -1.6837 -3.2070
H 4.6038 -1.1828 -2.3047
H 4.8504 0.2229 -0.5032
H 3.4191 0.8793 0.2123
*
```

=====

No. 2
Here is a molecular structure, C37H40NOP3Ru from the OMol25 dataset. Energies are from the ωB97M-V functional and the def2-TZVPD basis.

LUMO (spin up / spin down) = -2.019 / -5.568 eV
Electronic energy = -72991.70564 eV
E_HOMO (spin up / spin down) = -7.7 / -10.2 eV
HOMO-LUMO gap (spin up / spin down) = 5.70 / 4.62 eV

```
! RIJCOSX wB97M-V def2-TZVPD def2/J DEFGRID3
* xyz 1 6
C -1.4429 3.6818 -4.0474
C -1.2365 2.3937 -3.5343
C 0.1048 1.7904 -3.6306
C 1.1170 2.4809 -4.3421
C 0.9008 3.8469 -4.6929
C -0.3955 4.4395 -4.5659
C 1.9661 1.5295 -5.1340
C 2.6147 0.5791 -4.1407
C 1.5867 -0.1767 -3.4151
C 1.7746 -1.6080 -3.3761
C 3.0007 -2.1948 -3.7427
C 4.0878 -1.4252 -4.1244
C 3.9003 -0.0225 -4.3031
H -2.4702 4.0289 -4.0118
H 1.6972 4.4874 -5.1453
H -0.6260 5.4615 -4.9012
H 2.4359 1.7610 -6.1058
H 3.0233 -3.2804 -3.7247
H 5.0368 -1.9253 -4.3354
H 4.7738 0.5607 -4.6631
N 0.4377 0.5085 -3.0651
Ru -0.0001 0.1187 -1.2328
C -2.3281 1.5678 -2.9335
H -2.5122 0.6297 -3.5029
H -3.2571 2.1449 -2.8858
C 0.5567 -2.4403 -3.0829
H -0.2834 -2.2241 -3.7803
H 0.7887 -3.5098 -3.1113
P -1.8754 1.0587 -1.1939
P -0.0388 -2.0434 -1.3706
C 1.2238 -2.7994 -0.3360
H 1.0921 -2.4557 0.6937
H 1.1576 -3.8902 -0.3785
H 2.2164 -2.4841 -0.6696
C -1.5743 -2.9496 -1.0745
H -1.3725 -4.0335 -1.0931
H -1.9514 -2.6576 -0.0796
H -2.3157 -2.6865 -1.8466
C -2.0963 2.5980 -0.2539
H -3.1074 2.9985 -0.4022
H -1.9190 2.3739 0.8060
H -1.3559 3.3359 -0.5884
C -3.1856 0.0018 -0.5725
H -2.8703 -0.3961 0.4021
H -4.1060 0.5821 -0.4443
H -3.3710 -0.8306 -1.2585
H 1.4080 1.0502 -5.9275
H 0.0928 1.6765 -1.0329
O -0.0186 0.2321 1.0191
P -0.0612 -0.1151 2.5015
C -1.5206 -1.0886 2.8868
C -2.6929 -0.4600 3.3431
C -3.8260 -1.2218 3.6067
C -3.8170 -2.6049 3.3924
C -2.6539 -3.2246 2.9109
C -1.5072 -2.4753 2.6629
C 1.4141 -1.0271 2.9724
C 2.5902 -0.8256 2.2302
C 3.7658 -1.4668 2.6182
C 3.7868 -2.2633 3.7699
C 2.6221 -2.4331 4.5236
C 1.4284 -1.8294 4.1254
C -0.1080 1.3487 3.5535
C -0.3486 1.1976 4.9301
C -0.2902 2.3079 5.7700
C -0.0105 3.5734 5.2416
C 0.2188 3.7204 3.8674
C 0.1874 2.6128 3.0210
H -2.7018 0.6211 3.5119
H -4.7251 -0.7332 3.9848
H -4.7056 -3.1985 3.5965
H -2.6392 -4.2994 2.7331
H -0.5898 -2.9659 2.3190
H 2.5719 -0.1835 1.3430
H 4.6647 -1.3355 2.0180
H 4.7132 -2.7487 4.0785
H 2.6329 -3.0391 5.4298
H 0.5145 -1.9815 4.7037
H -0.5823 0.2129 5.3433
H -0.4652 2.1798 6.8384
H 0.0305 4.4393 5.9005
H 0.4299 4.7056 3.4541
H 0.3895 2.7165 1.9510
*
```

=====

No. 3
Here is a molecular structure, C37H41N5O3P2RuSSe2Te from the OMol25 dataset. Energies are from the ωB97M-V functional and the def2-TZVPD basis.

LUMO (spin up / spin down) = -7.833 / -7.901 eV
Electronic energy = -222589.33503 eV
E_HOMO (spin up / spin down) = -11.3 / -11.3 eV
HOMO-LUMO gap (spin up / spin down) = 3.49 / 3.44 eV

```
! RIJCOSX wB97M-V def2-TZVPD def2/J DEFGRID3
* xyz 2 1
Ru -0.8579 -1.6829 -0.1850
Te -2.5429 2.4814 0.1135
C -1.3051 4.1053 0.8492
C -0.5679 3.8731 2.0032
C 0.2877 4.8641 2.4600
N 0.4171 6.0205 1.8442
C -0.3028 6.2657 0.7719
C -1.1815 5.3359 0.2229
C -0.7635 1.2855 0.1296
P -0.7092 0.7332 -1.5382
C 0.3947 -0.5128 -2.2357
C 1.8570 -0.2442 -2.0479
C 2.6944 -0.7876 -3.1575
C 2.2148 -1.6690 -4.0631
C 0.8509 -2.0440 -4.0629
C -0.0368 -1.4067 -3.2129
C -0.4634 2.2526 -2.4895
C -1.0980 2.4358 -3.7148
C -1.0036 3.6549 -4.3589
C -0.2417 4.6739 -3.8058
C 0.4326 4.4748 -2.6097
C 0.3216 3.2668 -1.9458
P -0.6415 -0.0122 1.3615
C 1.0631 -0.0496 1.9669
C 1.7817 0.9941 2.4861
C 3.1067 0.8207 2.8845
C 3.7545 -0.4091 2.6708
C 3.1470 -1.4299 2.0120
C 1.7321 -1.3348 1.5624
C -1.6509 0.3608 2.8253
C -3.0446 0.2837 2.7585
C -3.8069 0.5093 3.8896
C -3.1946 0.8096 5.0966
C -1.8118 0.8513 5.1767
C -1.0401 0.6228 4.0530
H -0.6684 2.9315 2.5263
H 0.8905 4.7233 3.3472
H -0.1628 7.2391 0.3229
H -1.7369 5.5746 -0.6699
H 2.0244 0.8427 -1.9434
H 3.7118 -0.4298 -3.1936
H 2.8519 -2.0593 -4.8432
H 0.4810 -2.7385 -4.7989
H -1.0971 -1.5970 -3.3395
H -1.6767 1.6310 -4.1467
H -1.5363 3.8099 -5.2855
H -0.1840 5.6251 -4.3091
H 1.0280 5.2702 -2.1871
H 0.8238 3.1113 -0.9984
H 1.3127 1.9567 2.6257
H 3.6262 1.6287 3.3735
H 4.7736 -0.5243 3.0097
H 3.6589 -2.3636 1.8252
H 1.1563 -2.2024 1.9353
H -3.5341 0.0344 1.8293
H -4.8819 0.4490 3.8237
H -3.7913 1.0005 5.9728
H -1.3247 1.0648 6.1157
H 0.0359 0.6433 4.1320
C -1.5894 -3.5469 2.7094
Se -2.5299 -2.7840 1.1621
C -2.8785 -4.4944 0.2154
C -1.6385 -5.1405 -0.3665
Se -0.4628 -3.8323 -1.3082
C 1.2142 -4.5067 -0.5505
H -2.2695 -4.2034 3.2511
H -1.3004 -2.7104 3.3460
H -0.7072 -4.1023 2.3910
H -3.6045 -4.2440 -0.5640
H -3.3538 -5.1520 0.9492
H -1.9070 -5.8980 -1.1094
H -1.0252 -5.6083 0.4080
H 1.3583 -5.5364 -0.8701
H 1.1836 -4.4450 0.5363
H 2.0251 -3.8875 -0.9278
N 5.8744 -0.4274 -0.1423
C 4.7575 -1.0275 -0.5865
N 4.8921 -2.2234 -1.2195
N 3.6099 -0.4863 -0.3466
C 2.3614 -0.7823 -0.6814
N 1.4849 -1.3018 0.1049
H 6.7499 -0.9238 -0.1356
H 5.7856 0.3821 0.4493
H 5.8126 -2.5683 -1.4410
H 4.1367 -2.5429 -1.8048
C -4.7361 -0.1746 -2.4913
S -3.2749 -0.6342 -1.5819
O -2.9187 -2.0068 -1.7987
O -2.1745 0.3004 -2.2430
O -3.3906 -0.2408 -0.2102
H -4.5022 -0.1682 -3.5499
H -5.0430 0.8089 -2.1470
H -5.5115 -0.9051 -2.2811
*
```

=====

No. 4
Here is a molecular structure, C37H42BaFGe2N4O8Si from the OMol25 dataset. Energies are from the ωB97M-V functional and the def2-TZVPD basis.

LUMO (spin up / spin down) = -0.964 / -1.890 eV
Electronic energy = -185714.56416 eV
E_HOMO (spin up / spin down) = -6.2 / -6.2 eV
HOMO-LUMO gap (spin up / spin down) = 5.23 / 4.30 eV

```
! RIJCOSX wB97M-V def2-TZVPD def2/J DEFGRID3
* xyz 0 2
Ba -0.4215 0.1725 -0.1148
O 2.2603 -0.1970 -3.5300
C 1.6340 -0.0605 -2.3801
O 0.4234 0.1137 -2.2721
C 2.5724 0.1527 -1.2144
C 3.9471 0.0262 -1.2739
C 4.6510 0.1216 -0.0837
C 3.9729 0.2935 1.1172
C 2.5979 0.4102 1.0788
N 1.9309 0.3831 -0.0738
C 1.6548 0.5107 2.2500
O 2.1169 0.4217 3.4903
O 0.4646 0.6500 2.0549
H 1.5923 -0.3613 -4.2157
H 4.4402 -0.1628 -2.2172
H 5.7287 0.0329 -0.0840
H 4.5306 0.3397 2.0442
H 3.0792 0.3272 3.5003
C -3.6943 2.3873 -0.7310
Si -4.3152 0.7196 -1.2341
C -3.6577 0.2704 -2.9120
C -6.1675 0.7969 -1.3316
N -3.5359 -0.4015 -0.1228
C -4.0018 -1.3734 0.6465
C -3.0672 -2.1309 1.4367
C -3.4797 -3.1452 2.2619
C -4.8387 -3.4666 2.3480
C -5.7828 -2.7553 1.5962
C -5.3875 -1.7363 0.7637
H -4.2670 3.1735 -1.2346
H -2.6400 2.5241 -0.9999
H -3.7743 2.5491 0.3496
H -3.9235 1.0518 -3.6326
H -4.0695 -0.6820 -3.2650
H -2.5660 0.1797 -2.9005
H -6.4103 1.6212 -2.0093
H -6.6281 1.0153 -0.3625
H -6.6235 -0.1131 -1.7346
H -2.0211 -1.8849 1.3652
H -2.7541 -3.6944 2.8489
H -5.1608 -4.2716 2.9966
H -6.8323 -3.0064 1.6729
H -6.1239 -1.1947 0.1851
C 0.4230 6.2987 -2.1641
Ge 0.2392 4.3498 -2.0615
C 1.7550 3.6336 -3.0983
C -1.3361 3.9334 -3.1695
Ge 0.1268 3.1728 0.0772
C -1.2915 4.1183 1.1270
C -1.9857 5.2488 0.6707
C -3.0175 5.8204 1.4117
C -3.3907 5.2705 2.6336
C -2.7229 4.1489 3.1062
C -1.6916 3.5833 2.3583
C 1.7830 3.7950 1.0270
C 2.8300 4.5092 0.4223
C 3.9958 4.8322 1.1121
C 4.1594 4.4441 2.4385
C 3.1354 3.7497 3.0682
C 1.9701 3.4375 2.3700
H 0.6154 6.5742 -3.2060
H 1.2451 6.6637 -1.5450
H -0.4963 6.7940 -1.8426
H 1.6755 3.9579 -4.1409
H 1.7512 2.5408 -3.0821
H 2.7129 3.9776 -2.7033
H -1.2477 4.4310 -4.1400
H -2.2573 4.2718 -2.6883
H -1.4132 2.8535 -3.3407
H -1.7198 5.6947 -0.2809
H -3.5326 6.6976 1.0346
H -4.1946 5.7122 3.2111
H -3.0134 3.7046 4.0530
H -1.1978 2.6938 2.7412
H 2.7367 4.8302 -0.6078
H 4.7778 5.3964 0.6148
H 5.0653 4.6958 2.9773
H 3.2373 3.4577 4.1089
H 1.1705 2.9280 2.9025
F 4.6379 -4.6650 1.8045
C 3.9496 -5.0332 0.7183
C 2.7411 -4.5482 0.4660
N 2.0094 -4.9058 -0.6518
C 0.7258 -4.2547 -0.8872
C 0.9506 -2.7454 -0.9843
O 1.7622 -2.3814 -1.8409
O 0.2935 -1.9945 -0.1742
C 2.5121 -5.7830 -1.5941
O 1.9170 -6.1177 -2.5936
N 3.7711 -6.2741 -1.2841
C 4.5793 -5.9889 -0.1826
O 5.6645 -6.4966 -0.0326
H 2.2764 -3.8344 1.1351
H 0.0243 -4.4866 -0.0858
H 0.3476 -4.6305 -1.8312
H 4.1511 -6.9266 -1.9541
*
```

=====

No. 5
Here is a molecular structure, C37H42Br2NO3P3V from the OMol25 dataset. Energies are from the ωB97M-V functional and the def2-TZVPD basis.

LUMO (spin up / spin down) = 0.394 / 0.225 eV
Electronic energy = -240325.74700 eV
E_HOMO (spin up / spin down) = -6.4 / -7.3 eV
HOMO-LUMO gap (spin up / spin down) = 6.79 / 7.53 eV

```
! RIJCOSX wB97M-V def2-TZVPD def2/J DEFGRID3
* xyz 0 4
V 1.5407 0.1137 -0.4780
C 2.7750 0.1329 -3.8544
C 2.5189 -1.2270 -3.2905
C 2.9596 -2.3769 -3.9939
C 2.6505 -3.6076 -3.5236
C 1.8139 -3.7106 -2.3695
C 1.3297 -4.9348 -1.8798
Br 1.8269 -6.4998 -2.9164
C 0.5252 -4.9754 -0.7904
C 0.2162 -3.7642 -0.1016
Br -0.5709 -3.9123 1.5941
C 0.6947 -2.5176 -0.5056
O 0.4180 -1.4305 0.1631
C 1.4621 -2.5373 -1.7283
N 1.8682 -1.2815 -2.1499
H 2.3064 0.2046 -4.8350
H 3.8236 0.3476 -3.9526
H 2.2993 0.8730 -3.2079
H 3.5329 -2.2582 -4.8939
H 3.0640 -4.5122 -3.9929
H 0.1523 -5.9065 -0.4308
C 5.0935 -1.4203 1.1836
C 4.3055 -0.3583 0.5110
O 3.1103 -0.6105 0.4790
C 4.8978 0.7925 -0.1177
C 6.2941 1.0057 -0.0406
C 6.8989 2.0209 -0.6953
C 6.1577 2.9047 -1.4679
C 4.8198 2.7419 -1.6068
C 4.1215 1.6860 -0.9448
O 2.8526 1.5709 -1.1266
H 4.5161 -2.0355 1.8216
H 5.9950 -1.1036 1.7375
H 5.4581 -2.1025 0.3822
H 6.8521 0.3098 0.5860
H 7.9543 2.0815 -0.6677
H 6.6579 3.6896 -2.0310
H 4.2203 3.5017 -2.1302
C -0.3402 1.7646 -3.4129
P -0.4518 1.1958 -1.6926
C -2.0570 0.3148 -1.7492
C -0.8407 2.8104 -0.8665
C -0.8575 2.6063 0.6537
P 0.7696 1.7768 1.1264
C 1.9066 3.1909 1.3971
C 0.4992 1.3432 2.9145
H -1.1982 2.3762 -3.6929
H -0.2836 0.8563 -4.0424
H 0.6011 2.2901 -3.5704
H -2.6874 0.7384 -2.5001
H -2.5703 0.5212 -0.7816
H -1.9512 -0.7607 -1.9175
H -1.8094 3.1777 -1.2585
H -0.0956 3.5261 -1.1287
H -1.6263 1.9095 0.9294
H -1.0665 3.5203 1.2117
H 1.4897 3.8280 2.1643
H 2.1382 3.7498 0.5205
H 2.7946 2.6886 1.8077
H 0.0620 2.2010 3.4856
H 1.4520 1.1245 3.3145
H -0.1195 0.4621 2.9836
C -3.0328 -0.9828 4.2581
P -2.9135 -0.4109 2.4733
C -4.0947 1.0423 2.4449
C -3.7546 2.0887 3.3024
C -4.3778 3.3000 3.2620
C -5.4214 3.5161 2.3916
C -5.8076 2.4502 1.5167
C -5.1339 1.2056 1.5658
C -3.9284 -1.6683 1.5792
C -5.2504 -1.8961 1.8788
C -5.9607 -2.8289 1.1660
C -5.3811 -3.5916 0.1769
C -4.0611 -3.3467 -0.1571
C -3.3182 -2.3469 0.5318
H -3.8098 -0.3955 4.7622
H -2.1101 -0.8688 4.8173
H -3.3644 -2.0356 4.2377
H -2.9645 1.9133 4.0380
H -3.9712 4.0865 3.9098
H -6.0002 4.4551 2.3641
H -6.5847 2.5581 0.8083
H -5.3697 0.4469 0.8644
H -5.6793 -1.3498 2.6992
H -6.9751 -3.0566 1.4830
H -5.9867 -4.3969 -0.2650
H -3.6088 -3.8582 -0.9599
H -2.3094 -2.1349 0.2202
*
```